[1]
C4H6O2Pm as an isolated structure in a non-equilibrium geometry. Source: OMol25; level of theory: ωB97M-V/def2-TZVPD.

XYZ file:
```
13
Properties=species:S:1:pos:R:3:forces:R:3
O -0.487919 -1.807479 0.180445 -0.3822 0.5174 -0.9454
C -0.488076 -1.168529 -1.039782 0.1819 -0.1469 0.9173
H 0.309524 -1.361613 0.775687 0.2322 0.1158 0.0790
H 0.548849 -1.089129 -1.418213 -0.4487 -0.1044 -0.2342
C 1.452665 -0.172793 1.208703 -0.5326 0.2177 -0.6073
C 0.912494 0.910283 0.604596 0.3904 -0.2303 -0.2545
C -0.562536 0.980813 0.273741 0.1974 0.2731 1.0608
O -0.945540 0.246000 -0.900939 -1.5987 -0.5566 -1.8115
Pm -2.765403 -0.832190 -2.433858 2.2839 0.3492 1.7463
H 1.513033 1.749837 0.211054 -0.2123 -0.0782 0.2536
H 2.547547 -0.061169 1.336145 -0.3450 -0.1707 0.0255
H -0.889350 2.012172 0.077075 0.0868 -0.2195 0.0077
H -1.145291 0.593798 1.125346 0.1470 0.0334 -0.2372
```
Forces are in eV/Å.

Its highest occupied orbital energy (spin up / spin down) is -5.6 / -5.8 eV. The calculation puts the orbital gap (spin up / spin down) at 3.805 / 3.796 eV. The calculation puts the LUMO energy (spin up / spin down) at -1.8 / -2.0 eV. Its spin multiplicity is 6. Its total charge is 0. The calculation puts the energy above the lowest of the compared OMol25 structures with the same formula, charge and spin at 95.6 kJ/mol. The calculation puts the total energy at -914.54584 Eh.

[2]
C28H40AlBrCaClFN5O6PS2 as an isolated structure in a non-equilibrium geometry. Source: OMol25; level of theory: ωB97M-V/def2-TZVPD.

XYZ file:
```
87
Properties=species:S:1:pos:R:3:forces:R:3
C -3.798320 0.075056 -6.821108 -1.2235 -0.7460 0.4498
C -3.860405 0.121791 -5.182394 -0.1705 0.9899 4.0157
C -4.332638 1.512713 -4.451977 0.8006 -3.0949 2.8800
C -4.455286 1.596034 -2.813070 0.9838 -2.8952 -1.3881
C -4.108561 0.320567 -1.789061 0.4603 0.1051 -4.4937
C -4.332713 0.560775 -0.182921 0.5490 0.1646 -0.8476
C -2.959338 0.631311 0.709546 2.6665 0.0546 2.4897
C -1.489851 0.031973 0.298170 -0.7752 1.9780 4.1324
C -0.240724 0.182091 1.400162 -1.9855 0.2369 -1.0808
C 1.287706 -0.397201 1.130172 -0.4555 -0.2073 0.6543
C 1.428044 -1.322404 -0.215959 1.1934 -0.3144 0.0455
C 0.847917 -2.860293 -0.026064 0.7910 0.3574 -0.1727
C -0.324984 -3.217035 -1.115103 -0.4521 0.0523 1.3052
C -1.676288 -3.748926 -0.345777 0.7045 1.8159 -2.3131
N -2.573589 -4.535592 -1.317311 1.1763 0.4771 -0.0899
N -0.439513 0.875942 2.763695 -4.4039 -0.2293 -3.2641
N 0.667311 0.998380 3.628126 -0.5919 -5.9003 5.3161
C 0.584767 0.041583 4.638465 -1.1616 3.8081 -0.9117
S 0.184948 -0.638417 6.183184 0.8290 2.4732 -4.6501
C -1.772666 1.471858 3.213551 -2.4021 -1.1743 -2.4382
C -2.005697 2.244938 4.644037 1.8525 0.7983 -0.1311
C -2.095515 3.874841 4.286640 -1.1493 -0.4730 0.7681
O -0.858836 4.593524 4.659534 -2.4090 0.7486 -0.1772
C -3.104440 1.358291 2.208855 4.7464 -1.0302 -1.3380
P -4.785503 2.091962 2.857778 -0.9748 -1.6797 1.2058
S -5.542963 1.008973 4.334009 0.7479 0.5674 -0.6963
C -3.604649 -1.061638 -2.512990 -0.8604 3.1758 -2.2889
C -3.478180 -1.145258 -4.177684 -1.2193 3.2344 0.9782
H -2.811764 0.489355 -7.294722 -1.8145 -0.9380 1.1757
H -4.015481 -1.057168 -7.127869 0.7889 2.5031 0.5148
H -4.713971 0.687797 -7.279402 2.0767 -1.2258 1.2347
H -4.598740 2.489873 -5.055678 0.6033 -2.3531 1.2588
H -4.833692 2.615213 -2.324929 0.9325 -2.4781 -1.2083
H -5.037909 -0.282621 0.234318 1.5614 1.5846 -0.5377
H -4.859371 1.623419 -0.075431 1.1551 -2.4245 -0.2658
H -1.335069 -0.508666 -0.750035 -0.2064 1.4221 2.7019
H 2.066483 0.495528 1.134404 -1.7701 -1.6626 -0.2944
H 1.574199 -1.064390 2.077118 -0.7538 1.3095 -1.9912
H 2.598989 -1.451756 -0.409244 -2.5912 0.6987 0.5028
H 1.011330 -0.768406 -1.160914 0.7170 -1.0085 1.8664
H 1.729199 -3.641879 -0.194236 -1.8542 1.8504 0.4470
H 0.493412 -3.038740 1.095302 0.4842 0.5155 -2.7634
H -0.496433 -2.277614 -1.802643 0.1061 -1.9345 1.0513
H 0.083503 -4.091932 -1.793024 -0.0503 0.8898 0.4664
H -1.374276 -4.479109 0.520923 -1.1585 1.3214 -1.5427
H -2.221646 -2.812991 0.115147 -0.0777 -1.9208 0.0782
H -2.521868 -4.115233 -2.277516 -0.8912 0.3424 0.7099
H -2.294354 -5.543286 -1.352689 -1.4138 0.6865 1.8264
H -1.076630 2.158989 5.388646 -1.8980 0.0048 -1.8289
H -2.941812 1.888498 5.249074 1.5319 0.3840 -1.7289
H -2.969624 4.304582 4.955702 1.6169 -0.8796 -1.5359
H -2.370501 3.934409 3.150753 0.7289 0.3337 2.0936
H -1.185126 5.524825 4.919059 0.9595 -2.1243 -0.6152
H -4.673980 3.457623 3.302548 0.4868 -0.5907 -0.9124
H -5.823168 2.086118 1.824471 1.5391 0.3524 0.2718
H -3.334950 -2.007431 -1.872846 -0.7194 2.0780 -1.2450
H -3.128076 -2.139504 -4.732872 -0.8581 2.2590 1.4931
N 3.053306 -2.496484 -4.878448 0.0044 -0.4242 -0.2890
C 2.274172 -1.719733 -4.061046 -0.0187 -0.0026 0.1507
C 3.055092 -0.693445 -3.578248 -0.1608 0.0740 0.0729
C 4.349226 -0.853538 -4.128546 0.0773 0.0860 0.0173
C 4.318987 -1.972918 -4.929801 -0.0293 -0.1903 -0.0713
H 2.742724 -3.325693 -5.367920 0.2384 0.4078 0.1019
H 1.233983 -1.964028 -3.892107 0.0738 0.1087 -0.0338
H 2.727704 0.086965 -2.903630 0.1602 -0.0917 -0.0946
H 5.210335 -0.220073 -3.959143 -0.2185 -0.1014 0.0280
H 5.088071 -2.441193 -5.529459 -0.1120 0.1117 0.1185
Br -0.355254 -5.068439 1.748906 1.3198 -2.0858 2.2014
F -3.218934 -2.852652 1.551298 0.2277 0.6605 -0.4743
Ca -1.258053 -5.619694 -2.928111 1.6989 -0.2077 -1.0097
O 4.864049 0.010806 0.309153 -0.9792 0.1893 -0.1252
Cl 4.530960 1.153760 -0.518621 1.2427 0.1060 -0.3170
O 3.108729 1.148120 -0.800880 -0.2954 0.0589 0.1008
O 5.270975 1.081167 -1.763394 -0.6814 0.1144 0.6547
O 4.880066 2.375165 0.180598 -0.3424 -0.4132 -0.2134
C 2.512871 3.922352 4.742759 0.3700 -1.3762 1.4574
O 3.793318 4.258758 4.698462 -1.1790 -0.0916 -0.2752
H 2.005656 3.990920 5.720135 0.2759 1.0043 0.3804
H 1.816522 4.498941 4.110408 -0.0464 0.6900 -0.6307
H 2.250534 2.891948 4.448295 0.5520 -0.1840 -1.0071
Al 1.856586 -2.594706 6.653144 0.5295 -0.6995 0.0355
C 8.516207 1.811452 2.170732 -0.5560 -0.6258 -0.9836
C 7.891693 1.044226 1.016764 -3.3163 -4.2067 -6.3298
N 7.373539 0.407758 0.059468 4.8847 5.0298 7.7335
H 9.518768 1.425943 2.375538 -0.1857 0.0006 -0.1242
H 8.587699 2.872777 1.917448 -0.0665 -0.2097 -0.0524
H 7.901756 1.700197 3.068325 0.0344 -0.0205 -0.2041
```
Forces are in eV/Å.

Its highest occupied orbital energy is -11.3 eV. The calculation puts the orbital gap at 1.456 eV. The calculation puts the LUMO energy at -9.8 eV. Its total charge is +2. The calculation puts the total energy at -7005.73077 Eh.

[3]
A 8-piece molecular cluster, C16H48O16 overall in a non-equilibrium geometry. Source: OMol25; level of theory: ωB97M-V/def2-TZVPD.

XYZ file:
```
80
Properties=species:S:1:pos:R:3:forces:R:3
O 0.121844 4.812793 0.792923 0.1837 -0.5562 1.3578
C 0.985314 4.560009 1.961848 0.4009 0.2037 -1.9614
C 0.218630 4.057382 3.127568 -2.3176 -0.2532 -2.3049
O -0.086937 2.674508 3.152262 0.4782 -1.2467 -0.6454
H -0.624929 4.181431 0.879423 0.3561 0.3152 -0.5489
H 1.761832 3.872554 1.640360 0.1766 -0.3874 0.0294
H 1.503646 5.492916 2.164325 -0.2542 0.2178 0.2454
H -0.777004 4.483782 2.923856 0.2450 0.5962 1.1457
H 0.668313 4.307057 4.015298 0.8245 0.9179 2.2447
H 0.559310 2.179607 2.617031 -0.0804 0.1668 0.1372
O -0.755074 -0.395368 1.758402 0.6988 -1.4212 -0.1319
C -2.105228 -0.800260 1.940412 -0.5551 0.9290 -0.8955
C -2.629978 0.177342 2.976954 1.5020 -0.8780 -0.1944
O -2.621251 1.443936 2.416450 1.4404 2.2155 -0.2787
H -0.719095 0.502366 1.441743 -0.0988 0.5691 -0.3053
H -2.688925 -0.714222 0.969499 0.5785 -0.0506 1.0375
H -2.127813 -1.844030 2.226319 0.1632 -0.1592 0.2165
H -1.947083 0.099947 3.844195 -0.4299 0.1200 -0.0975
H -3.615445 0.023243 3.248766 -2.0299 -0.8333 0.8082
H -1.773308 1.912787 2.659528 -1.0135 -0.4355 -0.1615
O 1.264908 -3.273406 -0.769985 -0.3295 -0.4011 -1.9891
C 1.378347 -4.222754 0.252837 1.5462 1.3646 1.9968
C 2.803302 -4.165437 0.892567 -1.5382 -0.8526 -0.6740
O 2.955582 -2.807488 1.326306 0.7766 -1.0930 0.4304
H 1.692102 -2.445765 -0.546022 0.3085 -0.0192 0.6103
H 0.687953 -3.841874 1.000477 -0.3609 -0.8891 0.5941
H 1.226714 -5.238734 -0.037166 -0.7231 -0.4353 -0.7756
H 3.490342 -4.499030 0.093081 0.2152 0.9508 0.3457
H 2.890261 -4.994559 1.657341 -0.1136 1.2846 -0.1933
H 2.621534 -2.782391 2.241486 -0.0325 0.3672 -0.3033
O 0.661351 3.837386 -1.735192 -1.3184 -0.2798 -0.4204
C -0.698830 3.690188 -2.294417 1.1703 0.5149 1.4613
C -1.569044 2.675531 -1.613317 -0.5976 -2.0187 0.1701
O -1.720209 2.912474 -0.213820 1.0744 0.8476 -0.2537
H 0.626636 4.430901 -0.949577 -0.1841 -0.4281 -0.2272
H -1.184152 4.666663 -2.357037 0.0513 -0.0237 0.2665
H -0.611991 3.309063 -3.275247 0.4850 -0.2267 -1.3111
H -1.227160 1.542581 -1.795303 -0.4983 2.4869 0.2550
H -2.554505 2.837999 -2.082653 0.2080 -0.5238 -0.0954
H -2.328797 2.311808 0.195926 -0.6184 -0.6710 0.2755
O 1.286989 -1.783771 3.605023 0.2457 0.8325 0.8243
C 0.944837 -1.674085 5.026992 0.2354 -0.0877 -1.8880
C -0.083480 -2.751023 5.245872 -0.5389 1.0841 1.1309
O 0.283976 -4.100539 5.102720 0.6418 0.0943 0.1047
H 0.554660 -1.388157 3.101076 0.2226 0.0091 -0.0766
H 1.844339 -1.893417 5.586332 0.4012 0.0788 0.0821
H 0.596850 -0.625479 5.311552 0.1768 -1.3863 -0.4062
H -0.853726 -2.545464 4.520600 -0.5066 -0.2620 -0.2695
H -0.497442 -2.496355 6.224185 -0.3590 -0.6042 0.3998
H 1.100713 -4.300897 5.592261 -0.4656 0.2928 -0.1822
O 0.104844 1.247093 -4.723591 -0.5060 0.2968 -0.7973
C 0.475988 0.529236 -5.907864 -1.8452 -1.0227 1.5707
C -0.103791 -0.881647 -5.803635 0.1897 0.0568 1.6255
O 0.644145 -1.635167 -4.748426 -0.2288 3.5479 -1.1117
H 0.755339 1.047435 -4.052481 0.5053 -0.1458 0.6753
H -0.079395 0.960685 -6.727290 0.4041 0.5469 -0.4595
H 1.538406 0.515814 -5.979139 0.8408 0.0700 -0.5957
H 0.039478 -1.386017 -6.742925 -0.1434 -0.3710 -0.4949
H -1.205447 -0.757779 -5.528731 1.4793 -0.5374 -0.3941
H 0.345892 -2.501819 -4.797488 -0.8369 -2.5193 -0.0091
O -2.253643 -0.597579 -3.511489 -0.0068 0.0433 2.2000
C -1.862528 -1.111195 -2.158855 -1.3127 -0.9148 -2.3221
C -2.383571 -2.545580 -1.951317 0.7316 0.4251 -1.1052
O -1.664583 -3.096217 -0.860237 -1.9904 -0.2076 0.0938
H -1.640073 0.150014 -3.606995 -0.2042 -0.0941 -0.5171
H -0.809800 -1.222936 -2.312791 0.9956 0.1979 0.8875
H -2.200892 -0.505616 -1.324169 0.2279 0.5020 -0.0467
H -2.195698 -3.077569 -2.894008 0.3203 -0.1350 0.0835
H -3.459736 -2.639186 -1.859912 -0.1545 0.2297 0.7906
H -0.761005 -2.873214 -1.009135 1.5402 -0.0488 -0.0131
O 1.658903 1.251657 -2.504999 -1.0655 1.1083 -0.2911
C 2.367774 0.578640 -1.511238 2.0683 -0.4506 -0.5242
C 1.641642 0.532203 -0.215190 -1.1341 -1.6057 0.0314
O 1.240455 1.747915 0.319173 -0.5749 1.7963 0.3389
H 1.372557 2.149178 -2.192346 0.5985 -0.6417 -0.2574
H 2.469782 -0.483980 -1.853439 0.1071 0.8226 0.1754
H 3.413325 1.032628 -1.468371 -1.1104 -0.5883 0.3612
H 2.184004 -0.044068 0.534400 0.4074 0.3471 0.1333
H 0.742522 -0.095616 -0.365158 0.0593 0.1037 -0.2314
H 0.696245 2.300928 -0.306431 0.7954 -0.8474 0.6246
```
Forces are in eV/Å.

Its highest occupied orbital energy is -9.8 eV. The calculation puts the orbital gap at 10.388 eV. The calculation puts the LUMO energy at 0.6 eV. The SMILES is OCCO.OCCO.OCCO.OCCO.OCCO.OCCO.OCCO.OCCO. Its total charge is 0. The calculation puts the energy above the lowest of the compared OMol25 structures with the same formula, charge and spin at 126.4 kJ/mol. The calculation puts the total energy at -1842.09488 Eh.

Among the records above, which one has the highest total charge?
C28H40AlBrCaClFN5O6PS2